Entry from OMol25: 2 unconnected molecules or ions with the total composition C3H7NO3 in a non-equilibrium geometry (ωB97M-V/def2-TZVPD).

Geometry as XYZ:
```
14
Properties=species:S:1:pos:R:3:forces:R:3:nbo_charge:R:1
C 1.031 -0.180 0.412 0.707 -0.858 0.123 -0.727
C -0.358 -0.317 -0.104 -2.010 -0.216 -0.375 0.599
C -1.409 0.737 0.345 2.799 2.029 -2.211 -0.716
O -0.725 -1.273 -0.778 0.635 0.871 0.678 -0.567
H 1.237 0.748 0.862 -0.281 1.338 0.796 0.222
H 1.875 -0.251 -0.301 -0.770 -0.941 0.157 0.248
H 1.020 -0.929 1.240 0.698 0.284 -0.652 0.246
H -2.197 0.459 0.929 -2.035 -1.572 1.235 0.246
H -1.798 1.201 -0.586 0.093 -0.368 0.418 0.236
H -0.959 1.568 0.909 0.227 -0.280 -0.241 0.209
O -3.400 -1.081 3.398 -0.004 -1.049 -0.567 -0.275
N -3.070 -1.972 2.697 -0.180 0.360 0.350 0.378
O -1.903 -1.594 2.071 1.044 1.776 0.597 -0.606
H -1.419 -2.131 1.439 -0.924 -1.376 -0.309 0.506
```
Forces are in eV/Å.

E_tot, Ha: -398.8592
Energy above the lowest of the compared OMol25 structures with the same formula, charge and spin, kcal per mole: 111.98
HOMO-LUMO gap, eV: 10.22



Entry from OMol25: a single C3H7NOP2 molecule in a non-equilibrium geometry (ωB97M-V/def2-TZVPD).

Geometry as XYZ:
```
14
Properties=species:S:1:pos:R:3:forces:R:3:nbo_charge:R:1
P 0.123 -2.233 2.076 0.655 0.127 -0.367 0.530
N 0.749 -0.803 1.331 0.578 2.057 0.677 -1.254
P 0.994 0.719 1.685 -0.671 -1.229 -2.318 1.067
C 0.839 1.498 -0.197 0.247 -0.704 1.651 -0.719
C 0.547 0.467 -1.203 -1.905 0.096 0.542 0.029
C -0.760 0.393 -1.835 -2.417 -1.323 1.078 -0.088
O 0.289 0.829 -2.546 2.696 1.754 -1.604 -0.475
H -0.634 -2.332 0.908 -0.752 -0.862 -0.063 -0.034
H 1.082 -3.187 1.546 -0.289 0.531 0.230 -0.031
H 0.188 2.354 -0.219 -0.555 0.318 0.205 0.225
H 1.787 1.846 -0.488 1.679 0.898 0.142 0.225
H 1.018 -0.430 -0.983 1.134 -1.680 -0.359 0.200
H -1.166 -0.526 -2.236 -0.208 -0.358 0.375 0.169
H -1.509 1.097 -1.495 -0.192 0.375 -0.189 0.157
```
Forces are in eV/Å.

E_tot, Ha: -931.0835
Energy above the lowest of the compared OMol25 structures with the same formula, charge and spin, kcal per mole: 51.46
HOMO-LUMO gap, eV: 7.61



Entry from OMol25: a single C3H7NOS molecule in a non-equilibrium geometry (ωB97M-V/def2-TZVPD).

Geometry as XYZ:
```
13
Properties=species:S:1:pos:R:3:forces:R:3:nbo_charge:R:1
N 0.225 1.453 0.002 -1.214 -0.012 0.062 -0.770
C 0.631 0.199 -0.089 0.554 -1.834 0.900 0.153
S 2.225 -0.259 0.048 -0.349 0.255 -0.203 -0.216
C -0.435 -0.935 -0.235 -0.320 3.506 -1.832 -0.497
C -1.817 -0.726 0.344 -0.750 -0.327 1.187 -0.065
O -2.428 0.440 -0.196 -0.296 0.491 -0.763 -0.757
H 0.860 2.160 0.323 0.210 0.089 -0.133 0.410
H -0.779 1.592 0.063 0.172 0.333 -0.114 0.418
H 0.009 -1.815 0.030 1.039 -2.199 1.301 0.250
H -0.510 -1.049 -1.322 -0.376 0.128 -0.103 0.235
H -2.418 -1.637 0.114 0.318 0.578 0.249 0.180
H -1.814 -0.552 1.449 0.340 -0.643 -0.621 0.170
H -3.375 0.517 0.010 0.673 -0.367 0.071 0.488
```
Forces are in eV/Å.

E_tot, Ha: -646.6805
Energy above the lowest of the compared OMol25 structures with the same formula, charge and spin, kcal per mole: 19.74
HOMO-LUMO gap, eV: 8.57



Entry from OMol25: a single C3H7NOS molecule (ωB97M-V/def2-TZVPD).

Geometry as XYZ:
```
13
Properties=species:S:1:pos:R:3:forces:R:3:nbo_charge:R:1
N 0.746 1.479 0.476 -0.078 0.289 0.242 -0.811
C -0.180 0.571 -0.210 0.283 -0.191 -0.109 -0.188
C -1.181 0.050 0.794 -0.050 0.146 0.116 0.437
O -2.350 0.313 0.816 -0.080 -0.007 -0.046 -0.506
C 0.617 -0.557 -0.851 0.154 -0.911 -0.370 -0.499
S -0.330 -2.112 -1.184 -0.033 0.393 0.025 -0.054
H 0.824 1.250 1.468 0.120 -0.127 -0.274 0.357
H 0.394 2.428 0.450 -0.019 -0.015 -0.053 0.371
H -0.690 1.114 -0.998 -0.280 0.129 0.028 0.211
H -0.710 -0.530 1.618 -0.025 -0.110 0.009 0.096
H 1.044 -0.271 -1.807 -0.055 0.339 0.016 0.232
H 1.460 -0.863 -0.246 0.091 0.153 0.336 0.227
H 0.354 -2.872 -0.328 -0.028 -0.087 0.079 0.126
```
Forces are in eV/Å.

E_tot, Ha: -646.6639
Energy above the lowest of the compared OMol25 structures with the same formula, charge and spin, kcal per mole: 30.16
HOMO-LUMO gap, eV: 10.08



Entry from OMol25: a single C3H7NOS molecule in a non-equilibrium geometry (ωB97M-V/def2-TZVPD).

Geometry as XYZ:
```
13
Properties=species:S:1:pos:R:3:forces:R:3:nbo_charge:R:1
N 0.647 2.179 -0.224 0.102 0.256 -0.547 -0.830
C -0.195 1.210 0.262 0.346 -0.103 -0.218 0.684
O -1.079 1.456 1.045 -0.387 -0.034 0.040 -0.595
C 0.170 -0.206 -0.209 0.131 0.617 1.007 -0.522
C -0.704 -1.244 0.458 -0.181 -0.321 -0.515 -0.493
S -0.399 -2.924 -0.224 -0.101 0.383 0.078 -0.046
H 0.316 3.133 -0.289 -0.043 -0.236 0.387 0.401
H 1.281 1.924 -0.964 -0.034 -0.063 0.014 0.381
H 1.189 -0.342 0.173 0.119 -0.128 -0.424 0.224
H 0.171 -0.246 -1.295 -0.038 -0.139 -0.094 0.228
H -0.517 -1.248 1.521 -0.027 0.005 0.228 0.222
H -1.757 -1.010 0.299 0.052 -0.110 0.023 0.234
H 0.876 -2.683 -0.552 0.064 -0.127 0.022 0.111
```
Forces are in eV/Å.

E_tot, Ha: -646.7074
Energy above the lowest of the compared OMol25 structures with the same formula, charge and spin, kcal per mole: 2.88
HOMO-LUMO gap, eV: 9.89



Entry from OMol25: a single C3H7NOS molecule in a non-equilibrium geometry (ωB97M-V/def2-TZVPD).

Geometry as XYZ:
```
13
Properties=species:S:1:pos:R:3:forces:R:3:nbo_charge:R:1
N 1.260 1.666 -1.599 0.153 -1.004 0.762 -0.832
C 0.494 0.526 -1.436 0.521 0.425 0.485 0.682
O -0.285 0.173 -2.276 -0.818 -0.442 -0.447 -0.596
C 0.701 -0.181 -0.089 1.269 0.456 -0.020 -0.511
C -0.595 -0.764 0.495 0.652 0.321 -2.085 -0.557
S -0.734 -0.828 2.241 -0.269 0.508 1.075 0.003
H 0.892 2.412 -2.140 -0.123 0.339 -0.614 0.401
H 1.834 1.898 -0.813 0.113 0.469 0.077 0.379
H 1.525 -0.904 -0.163 -0.447 -0.327 -0.316 0.235
H 1.201 0.560 0.539 -0.595 0.071 0.527 0.204
H -0.681 -1.767 0.080 -0.334 -0.017 0.171 0.236
H -1.380 -0.152 0.054 -0.352 -0.340 0.204 0.236
H -1.217 0.436 2.354 0.229 -0.458 0.180 0.121
```
Forces are in eV/Å.

E_tot, Ha: -646.6966
Energy above the lowest of the compared OMol25 structures with the same formula, charge and spin, kcal per mole: 9.66
HOMO-LUMO gap, eV: 9.95



Entry from OMol25: a single C3H7NOS molecule in a non-equilibrium geometry (ωB97M-V/def2-TZVPD).

Geometry as XYZ:
```
13
Properties=species:S:1:pos:R:3:forces:R:3:nbo_charge:R:1
C -1.725 -0.700 -0.292 0.751 0.248 1.436 -0.616
C -0.702 0.205 0.473 -1.449 -2.444 1.521 0.069
O -0.874 1.465 0.007 1.477 1.890 -0.779 -0.710
C 0.727 -0.316 0.262 -1.859 -0.056 0.390 0.090
N 1.617 0.500 -0.068 -0.151 0.402 0.419 -0.605
S 3.212 -0.015 0.039 0.709 0.936 -1.079 0.197
H -1.539 -1.742 -0.059 -0.111 -0.339 -0.014 0.196
H -1.491 -0.505 -1.310 -0.176 -0.065 -1.116 0.210
H -2.769 -0.456 -0.065 0.385 0.108 -0.038 0.221
H -0.964 0.166 1.625 0.766 -0.095 -1.850 0.167
H 0.031 1.701 -0.321 -0.880 0.437 0.265 0.490
H 0.868 -1.385 0.389 0.245 -0.209 0.354 0.164
H 3.609 1.082 -0.682 0.292 -0.814 0.490 0.126
```
Forces are in eV/Å.

E_tot, Ha: -646.6404
Energy above the lowest of the compared OMol25 structures with the same formula, charge and spin, kcal per mole: 44.94
HOMO-LUMO gap, eV: 9.90



Entry from OMol25: a gas-phase ion, C3H7NOS (charge +1) in a non-equilibrium geometry (ωB97M-V/def2-TZVPD).

Geometry as XYZ:
```
13
Properties=species:S:1:pos:R:3:forces:R:3:nbo_charge:R:1
O 2.440 -1.805 1.058 -0.669 2.176 -0.927 -0.396
C 2.075 -0.715 0.607 0.232 -2.624 1.019 0.485
N 0.837 -0.662 -0.035 -0.365 -1.178 1.185 -0.380
C 0.127 0.475 -0.498 1.740 -0.483 -2.620 -0.275
C -1.315 0.088 -0.482 -1.770 -0.861 0.750 -0.564
S -2.416 1.515 -0.176 0.447 -0.584 1.273 0.260
H 2.619 0.204 0.717 0.397 0.610 -0.174 0.175
H 0.259 -1.515 0.214 1.134 0.868 -0.870 0.436
H 0.433 0.638 -1.596 -0.319 0.168 1.297 0.292
H 0.419 1.344 0.047 0.247 0.972 0.501 0.265
H -1.270 -0.621 0.441 -1.666 0.915 -1.972 0.246
H -1.626 -0.316 -1.507 0.340 -0.052 1.881 0.284
H -2.582 1.370 1.210 0.252 0.073 -1.342 0.173
```
Forces are in eV/Å.

E_tot, Ha: -646.3073
Multiplicity: 2
Energy above the lowest of the compared OMol25 structures with the same formula, charge and spin, kcal per mole: 38.87
Total charge: +1
HOMO-LUMO gap (alpha / beta), eV: 11.48 / 4.31



Q: Number 3 is which compound?
A: C3H7NOS



Q: Which value of E_tot does entry 7 give?
A: -646.6404 Ha



Q: Among the records above, which one has the highest E_tot?
A: C3H7NO3



Q: Which of these has the lowest energy above the lowest of the compared OMol25 structures with the same formula, charge and spin?
A: number 5